Density functional theory data (ωB97M-V/def2-TZVPD) for a molecular structure, C57H52CdN12O2S4 at a distorted geometry.

Values from the calculation:
LUMO energy = -4.5 eV
HOMO level = -12.71 eV
Gap between HOMO and LUMO = 8.2 eV

Geometry as ORCA input:
```
! wB97M-V def2-TZVPD RIJCOSX def2/J DEFGRID3
* xyz 2 1
Cd -0.04 0.19 0.06
N -1.19 -0.64 2.04
C -2.23 0.27 2.51
C -2.97 0.87 1.31
N -2.04 1.61 0.46
H -1.65 -1.39 1.52
H -0.70 -1.05 2.83
H -1.75 1.07 3.08
H -2.96 -0.23 3.16
H -3.79 1.51 1.70
H -3.40 0.07 0.71
H -1.79 2.49 0.89
H -2.48 1.80 -0.44
S 1.64 8.01 0.63
N 1.50 7.04 -0.64
C 1.31 5.80 -0.21
C 1.13 4.63 -1.02
C 1.16 4.67 -2.42
C 0.96 3.50 -3.12
C 0.70 2.33 -2.40
N 0.67 2.27 -1.08
C 0.91 3.39 -0.38
C 0.93 3.30 1.08
N 0.77 2.09 1.63
C 0.84 1.98 2.94
C 1.04 3.05 3.80
C 1.17 4.31 3.26
C 1.13 4.45 1.87
C 1.29 5.71 1.21
N 1.47 6.90 1.78
H 1.34 5.61 -2.91
H 0.99 3.48 -4.19
H 0.51 1.40 -2.92
H 0.72 0.97 3.33
H 1.10 2.90 4.87
H 1.30 5.19 3.87
N 1.00 -0.87 -1.47
S 1.09 -1.59 -2.73
N 0.65 -3.20 -2.74
S -0.75 -3.69 -3.16
N -2.01 -2.96 -2.64
S -2.19 -2.39 -1.09
N -1.76 -1.03 -0.80
C -3.98 -2.60 -0.91
C -4.83 -2.50 -2.00
C -6.20 -2.60 -1.82
C -6.72 -2.78 -0.54
C -5.86 -2.87 0.55
C -4.49 -2.79 0.37
C -1.51 -3.78 -0.14
C -0.25 -3.69 0.42
C 0.27 -4.81 1.06
C -0.48 -5.98 1.13
C -1.74 -6.05 0.57
C -2.26 -4.94 -0.08
C -0.76 -5.43 -2.72
C 0.35 -6.02 -2.14
C 0.30 -7.37 -1.82
C -0.84 -8.10 -2.07
C -1.95 -7.51 -2.66
C -1.91 -6.16 -2.98
C -0.97 -3.70 -4.93
C -2.10 -3.13 -5.49
C -2.23 -3.12 -6.87
C -1.24 -3.68 -7.66
C -0.12 -4.27 -7.09
C 0.02 -4.28 -5.71
C 0.20 -0.93 -4.18
C 0.69 -1.15 -5.45
C -0.04 -0.70 -6.54
C -1.24 -0.03 -6.34
C -1.71 0.19 -5.06
C -0.99 -0.27 -3.96
C 2.81 -1.71 -3.26
C 3.55 -2.86 -3.09
C 4.90 -2.85 -3.39
C 5.51 -1.70 -3.85
C 4.76 -0.54 -4.03
C 3.41 -0.54 -3.72
H -4.40 -2.35 -2.98
H -6.86 -2.54 -2.67
H -7.78 -2.84 -0.40
H -6.25 -3.03 1.54
H -3.82 -2.88 1.21
H 0.31 -2.77 0.34
H 1.25 -4.77 1.49
H -0.07 -6.85 1.64
H -2.32 -6.96 0.62
H -3.23 -4.98 -0.55
H 1.22 -5.41 -1.95
H 1.16 -7.84 -1.37
H -0.87 -9.15 -1.82
H -2.83 -8.09 -2.86
H -2.76 -5.67 -3.44
H -2.84 -2.70 -4.84
H -3.10 -2.67 -7.33
H -1.34 -3.67 -8.74
H 0.64 -4.71 -7.71
H 0.89 -4.72 -5.23
H 1.63 -1.67 -5.60
H 0.33 -0.86 -7.54
H -1.81 0.31 -7.19
H -2.63 0.72 -4.90
H -1.34 -0.14 -2.95
H 3.06 -3.75 -2.72
H 5.49 -3.75 -3.26
H 6.56 -1.69 -4.07
H 5.22 0.36 -4.41
H 2.81 0.35 -3.83
O 2.69 0.11 6.44
C 2.58 -0.61 5.27
N 3.72 -1.46 5.03
C 4.49 -1.61 3.92
O 5.54 -2.20 3.95
C 3.98 -1.03 2.63
C 4.92 -0.54 1.74
C 4.49 0.01 0.54
C 3.13 0.06 0.29
N 2.22 -0.46 1.11
C 2.64 -1.01 2.24
H 2.68 -0.48 7.21
H 2.52 0.14 4.47
H 1.66 -1.22 5.26
H 4.17 -1.83 5.86
H 5.97 -0.61 1.99
H 5.20 0.40 -0.18
H 2.76 0.51 -0.62
H 1.88 -1.48 2.85
*
```

Mulliken atomic charge list, values in e, 99 entries: number 1, Cd, carries 7.5430; number 2, N, carries -0.8743; number 3, C, carries -0.6797; number 4, C, carries -0.6956; number 5, N, carries -0.6077; number 6, H, carries -0.4187; number 7, H, carries 0.1752; number 8, H, carries 0.3466; number 9, H, carries 0.5456; number 10, H, carries 0.5284; number 11, H, carries 0.1246; number 12, H, carries 0.2046; number 13, H, carries 0.2089; number 14, S, carries 0.2088; number 15, N, carries -0.6960; number 16, C, carries 0.6959; number 17, C, carries 0.3290; number 18, C, carries -0.8561; number 19, C, carries -0.9630; number 20, C, carries -0.9930; number 21, N, carries -0.0832; number 22, C, carries -0.6503; number 23, C, carries -0.5416; number 24, N, carries 0.3318; number 25, C, carries -0.9065; number 26, C, carries -1.3344; number 27, C, carries -0.8007; number 28, C, carries 0.5857; number 29, C, carries 0.8011; number 30, N, carries -0.6941; number 31, H, carries 0.5852; number 32, H, carries 0.6028; number 33, H, carries 0.6569; number 34, H, carries 0.8958; number 35, H, carries 0.5524; number 36, H, carries 0.5580; number 37, N, carries 0.0289; number 38, S, carries 0.2856; number 39, N, carries 0.2980; number 40, S, carries 0.6911; number 41, N, carries 0.1869; number 42, S, carries 0.3657; number 43, N, carries -0.1797; number 44, C, carries -0.2095; number 45, C, carries -0.2868; number 46, C, carries -0.8260; number 47, C, carries -0.6545; number 48, C, carries -0.9264; number 49, C, carries 0.0797; number 50, C, carries 0.2773; number 51, C, carries 0.2663; number 52, C, carries -1.0102; number 53, C, carries -0.9275; number 54, C, carries -0.9883; number 55, C, carries -0.6409; number 56, C, carries 0.4547; number 57, C, carries -0.0248; number 58, C, carries -0.8654; number 59, C, carries -0.6750; number 60, C, carries -0.8787; number 61, C, carries -1.0691; number 62, C, carries 0.6167; number 63, C, carries -0.1140; number 64, C, carries -0.7171; number 65, C, carries -0.7458; number 66, C, carries -0.7978; number 67, C, carries -1.1339; number 68, C, carries 0.8111; number 69, C, carries -0.5860; number 70, C, carries -1.0376; number 71, C, carries -0.8864; number 72, C, carries -1.2096; number 73, C, carries 0.4985; number 74, C, carries 0.0296; number 75, C, carries -0.3762; number 76, C, carries -0.8163; number 77, C, carries -0.6871; number 78, C, carries -0.8921; number 79, C, carries -0.0598; number 80, H, carries 0.3981; number 81, H, carries 0.4675; number 82, H, carries 0.4254; number 83, H, carries 0.4601; number 84, H, carries 0.5041; number 85, H, carries -0.2001; number 86, H, carries 0.6150; number 87, H, carries 0.4616; number 88, H, carries 0.5171; number 89, H, carries 0.6139; number 90, H, carries 0.5161; number 91, H, carries 0.5376; number 92, H, carries 0.4624; number 93, H, carries 0.4666; number 94, H, carries 0.4698; number 95, H, carries 0.5388; number 96, H, carries 0.5600; number 97, H, carries 0.4542; number 98, H, carries 0.4728; number 99, H, carries 0.4746